# 1
{
  "formula": "CH3IN2",
  "method": "ωB97M-V with the def2-TZVPD basis set",
  "total_charge": 0,
  "e_above_lowest_kj_mol": 240.17,
  "spin_multiplicity": 3,
  "largest_force_ev_per_a": 3.4,
  "energy_ev": -12159.276,
  "e_lumo_ev": [0.577, -1.097],
  "symbols": ["C", "N", "N", "I", "H", "H", "H"],
  "xyz": [[-0.4530, 0.2603, -0.0263], [0.4805, -0.5870, -0.5737], [0.2579, -0.5658, 0.8796], [-2.4587, 0.1412, 0.2198], [0.9526, 2.4450, -0.7115], [0.1023, -1.5127, -1.0039], [1.1183, -0.1812, 1.2160]],
  "mulliken_charge": [0.053, -0.400, -0.349, 0.115, 0.045, 0.286, 0.252]
}


# 2
{
  "formula": "CH3IN2O",
  "method": "ωB97M-V with the def2-TZVPD basis set",
  "total_charge": 0,
  "e_above_lowest_kj_mol": 280.61,
  "largest_force_ev_per_a": 6.1,
  "energy_ev": -14210.059,
  "e_lumo_ev": [0.440, -0.688],
  "symbols": ["C", "N", "N", "O", "I", "H", "H", "H"],
  "xyz": [[-1.5324, 0.1793, 0.1217], [1.3323, 0.1076, -0.4336], [0.6784, -0.9366, 0.1048], [-1.1686, 1.3102, 0.2265], [-3.4628, -0.5799, 0.1037], [1.3572, 0.2320, -1.3802], [1.9604, 0.7421, 0.1796], [0.8354, -1.0546, 1.0777]],
  "mulliken_charge": [0.177, -0.111, -0.461, -0.312, 0.046, 0.208, 0.221, 0.232]
}